# 1
Formula: C51H104Cl2F4N13O8S4
Source: the OMol25 dataset
Level of theory: ωB97M-V with the def2-TZVPD basis set

Computed properties:
HOMO-LUMO gap (spin up / spin down) = 2.5 / 6.1 eV
Highest occupied orbital energy (spin up / spin down) = -6.25 / -9.81 eV
2S+1 = 2
Net charge = +2
Expectation value of S² = 0.758
E = -169556.594 eV

CARTESIAN COORDINATES (ANGSTROEM)
C 26.68 -26.48 6.02
C 27.23 -24.99 5.97
C 26.79 -24.24 4.73
C 27.72 -24.37 3.58
N 27.63 -23.11 2.60
C 28.27 -23.50 1.34
C 27.12 -24.02 0.40
C 26.03 -22.88 0.74
C 26.16 -22.78 2.15
C 28.32 -21.81 3.18
H 27.35 -27.12 5.45
H 25.65 -26.59 5.69
H 26.70 -26.97 7.00
H 28.30 -25.11 6.09
H 26.79 -24.45 6.81
H 26.73 -23.23 5.14
H 25.75 -24.45 4.49
H 27.50 -25.24 2.96
H 28.77 -24.26 3.86
H 28.74 -22.60 0.94
H 29.06 -24.23 1.51
H 27.35 -24.13 -0.66
H 26.87 -25.05 0.68
H 26.21 -21.88 0.34
H 25.04 -23.19 0.41
H 25.87 -21.82 2.57
H 25.48 -23.51 2.59
H 29.38 -22.06 3.18
H 28.10 -21.56 4.22
H 27.97 -21.04 2.50
C 23.56 -30.19 11.56
C 22.37 -31.14 11.58
C 21.35 -30.79 10.47
C 19.76 -31.12 10.83
N 18.81 -29.89 10.77
C 17.32 -30.37 10.88
C 16.71 -30.59 9.51
C 17.81 -29.96 8.53
C 18.85 -29.25 9.39
C 19.26 -28.89 11.95
H 23.10 -29.20 11.50
H 24.22 -30.32 10.70
H 24.10 -30.14 12.50
H 21.88 -30.98 12.54
H 22.50 -32.22 11.58
H 21.62 -31.30 9.54
H 21.42 -29.75 10.16
H 19.69 -31.60 11.80
H 19.29 -31.73 10.06
H 16.87 -29.66 11.57
H 17.42 -31.34 11.38
H 15.84 -29.93 9.61
H 16.49 -31.62 9.23
H 17.45 -29.20 7.84
H 18.27 -30.73 7.92
H 18.56 -28.26 9.75
H 19.82 -29.29 8.89
H 20.21 -28.39 11.73
H 19.43 -29.58 12.78
H 18.58 -28.08 12.20
C 19.86 -17.68 0.80
C 19.19 -19.01 0.87
C 19.46 -19.67 2.24
C 19.06 -21.14 2.07
N 18.88 -21.89 3.43
C 20.12 -21.79 4.36
C 20.37 -23.16 5.04
C 19.18 -24.09 4.69
C 18.72 -23.46 3.32
C 17.65 -21.35 4.26
H 19.39 -17.01 1.52
H 19.81 -17.17 -0.17
H 20.91 -17.87 1.02
H 19.63 -19.54 0.03
H 18.12 -18.93 0.65
H 18.84 -19.22 3.02
H 20.51 -19.67 2.54
H 19.80 -21.73 1.52
H 18.08 -21.13 1.61
H 20.01 -20.99 5.09
H 20.94 -21.49 3.71
H 20.53 -23.09 6.12
H 21.25 -23.64 4.63
H 18.39 -23.99 5.44
H 19.38 -25.16 4.77
H 17.72 -23.63 2.92
H 19.30 -23.79 2.46
H 17.91 -20.35 4.60
H 17.50 -21.98 5.14
H 16.76 -21.22 3.65
C 22.41 -31.83 6.54
C 21.55 -31.23 5.32
N 22.20 -30.10 4.79
C 23.26 -30.08 3.92
C 23.58 -28.78 3.71
N 22.87 -27.97 4.63
C 22.08 -28.80 5.28
C 22.87 -26.51 4.82
H 22.73 -30.97 7.13
H 23.20 -32.57 6.37
H 21.74 -32.39 7.18
H 20.56 -30.90 5.64
H 21.41 -31.95 4.51
H 23.63 -31.05 3.61
H 24.40 -28.37 3.15
H 21.39 -28.44 6.03
H 23.34 -26.04 3.96
H 23.24 -26.32 5.83
H 21.86 -26.13 4.94
C 23.20 -35.82 7.94
C 22.95 -35.05 9.30
N 22.29 -35.78 10.33
C 21.00 -36.15 10.30
C 20.71 -36.85 11.47
N 21.83 -36.72 12.31
C 22.82 -36.05 11.57
C 21.98 -37.27 13.68
H 24.22 -36.18 7.79
H 23.15 -35.20 7.04
H 22.43 -36.58 7.82
H 22.21 -34.27 9.11
H 23.92 -34.73 9.68
H 20.31 -36.14 9.46
H 19.84 -37.43 11.78
H 23.71 -35.66 12.04
H 21.27 -38.06 13.93
H 21.87 -36.50 14.44
H 23.00 -37.58 13.86
C 15.11 -36.00 7.54
C 14.46 -35.01 6.59
N 15.38 -34.79 5.42
C 15.60 -35.68 4.37
C 16.65 -35.10 3.55
N 17.17 -33.96 4.19
C 16.42 -33.81 5.36
C 18.29 -33.06 3.90
H 14.64 -35.85 8.51
H 16.20 -35.90 7.55
H 14.97 -36.99 7.10
H 14.46 -34.09 7.17
H 13.44 -35.21 6.27
H 14.79 -36.38 4.20
H 17.00 -35.42 2.58
H 16.73 -33.21 6.21
H 18.86 -33.51 3.08
H 18.89 -33.02 4.80
H 17.96 -32.07 3.59
C 21.22 -31.56 1.32
C 21.28 -30.59 0.13
N 21.75 -29.16 0.30
C 21.46 -28.39 1.39
C 22.24 -27.28 1.26
N 23.03 -27.32 0.08
C 22.66 -28.52 -0.56
C 24.04 -26.39 -0.28
H 20.68 -31.17 2.18
H 22.25 -31.58 1.67
H 20.86 -32.58 1.14
H 20.25 -30.48 -0.20
H 21.82 -30.99 -0.73
H 20.87 -28.65 2.26
H 22.36 -26.42 1.90
H 23.20 -28.96 -1.38
H 23.53 -25.69 -0.94
H 24.79 -26.85 -0.92
H 24.54 -25.98 0.60
Cl 26.76 -28.34 2.05
Cl 19.40 -34.17 7.69
N 16.49 -29.26 4.01
S 17.70 -28.40 4.29
O 17.76 -27.05 3.86
O 19.02 -29.01 4.32
F 17.26 -28.28 5.86
S 16.70 -29.06 2.33
O 17.95 -29.35 1.69
O 15.78 -28.17 1.59
F 16.00 -30.48 1.93
N 21.15 -27.38 8.11
S 20.53 -26.09 8.30
O 21.01 -25.11 7.32
O 20.05 -25.70 9.62
F 19.16 -26.53 7.58
S 22.48 -27.20 9.14
O 22.21 -27.21 10.54
O 23.47 -26.28 8.66
F 23.11 -28.58 8.96

# 2
Formula: C7H16N4O
Source: the OMol25 dataset
Level of theory: ωB97M-V with the def2-TZVPD basis set

Computed properties:
HOMO-LUMO gap = 9.0 eV
Highest occupied orbital energy = -15.57 eV
ΔE to the lowest compared entry with this formula, charge and spin = 19.59 kcal/mol
Net charge = +2
E = -15507.333 eV

CARTESIAN COORDINATES (ANGSTROEM)
C 4.63 -0.05 -0.34
C -2.86 2.60 -1.46
C -3.67 -0.94 0.98
C -1.84 -1.95 -0.41
C 0.40 0.44 1.43
C 3.45 0.34 0.29
C 2.14 -0.38 -0.32
N 5.42 -0.22 -1.14
N -3.57 3.42 -1.93
N -2.62 -0.91 0.27
N 1.21 -0.60 0.76
O -2.37 1.72 -0.86
H -4.31 -1.81 1.28
H 1.58 -1.25 1.51
H -4.02 0.08 1.10
H -2.06 -2.92 -0.03
H -1.98 -1.93 -1.44
H -0.82 -1.61 -0.10
H 0.72 1.46 1.44
H -0.56 0.55 0.88
H 0.07 0.15 2.42
H 3.05 1.39 0.16
H 3.65 -0.05 1.35
H 1.69 0.29 -1.04
H 2.41 -1.37 -0.60
H 6.34 -0.39 -1.54
H -3.83 3.92 -2.68
H -2.24 -0.01 0.05

# 3
Formula: C25H35CoN4O3PS3
Source: the OMol25 dataset
Level of theory: ωB97M-V with the def2-TZVPD basis set

Computed properties:
HOMO-LUMO gap (spin up / spin down) = 3.7 / 4.9 eV
Highest occupied orbital energy (spin up / spin down) = 0.83 / -0.40 eV
ΔE to the lowest compared entry with this formula, charge and spin = 0.00 kcal/mol
2S+1 = 4
Net charge = -2
Expectation value of S² = 3.792
E = -118018.840 eV

CARTESIAN COORDINATES (ANGSTROEM)
Co 0.22 0.45 0.00
C 1.06 2.36 2.35
C 1.32 1.13 3.22
C 2.05 -0.01 2.55
C 2.87 -0.82 3.34
C 3.60 -1.83 2.74
C 3.54 -1.98 1.37
C 2.70 -1.14 0.66
N 1.93 -0.20 1.23
N -0.03 2.25 1.37
C 0.00 3.44 0.53
C -0.77 3.27 -0.74
C -1.27 4.38 -1.42
C -1.84 4.22 -2.66
C -1.91 2.94 -3.20
C -1.41 1.89 -2.44
N -0.88 2.03 -1.23
C -1.36 2.12 1.97
C -1.64 0.74 2.50
C -2.48 0.54 3.56
C -2.71 -0.79 4.05
C -1.91 -1.80 3.46
C -1.09 -1.51 2.40
N -0.99 -0.26 1.82
H 1.96 2.60 1.78
H 0.85 3.21 3.02
H 0.39 0.75 3.66
H 1.94 1.46 4.05
H 2.93 -0.63 4.40
H 4.25 -2.46 3.34
H 4.13 -2.71 0.84
H 2.66 -1.19 -0.42
H 1.05 3.60 0.22
H -0.34 4.33 1.07
H -1.17 5.36 -0.97
H -2.22 5.07 -3.21
H -2.32 2.76 -4.18
H -1.44 0.89 -2.84
H -2.09 2.35 1.18
H -1.50 2.86 2.77
H -2.94 1.40 4.04
H -3.38 -0.98 4.88
H -1.93 -2.82 3.84
H -0.45 -2.28 1.98
C -2.97 -1.70 -0.34
C -2.19 -1.55 -1.64
P -0.36 -1.30 -1.39
C 0.12 -3.02 -0.91
C -0.24 -4.19 -1.84
C 0.22 -1.22 -3.15
C -0.68 -1.75 -4.27
H -4.05 -1.76 -0.54
H -2.79 -0.86 0.33
H -2.69 -2.60 0.21
H -2.56 -0.68 -2.18
H -2.36 -2.41 -2.29
H -0.30 -3.18 0.08
H 1.20 -2.99 -0.78
H -1.31 -4.25 -2.04
H 0.06 -5.14 -1.38
H 0.29 -4.10 -2.79
H 1.20 -1.71 -3.17
H 0.47 -0.18 -3.34
H -0.99 -2.78 -4.12
H -0.16 -1.69 -5.23
H -1.60 -1.16 -4.37
O 4.68 0.93 -3.33
S 4.00 0.30 -2.21
O 3.32 -0.96 -2.56
O 4.80 0.18 -1.00
S 2.31 1.56 -1.73
S 3.16 3.24 -0.88

Q: Which value of E does entry 1 give?
A: -169556.594 eV